Here is a cluster of 2 separate species, C4H5ClO2S in total at a distorted geometry from the Open Molecules 2025 dataset. Energies are from ωB97M-V/def2-TZVPD.

Lowest unoccupied orbital energy (alpha / beta) (Eh): -0.0308 / -0.0794
E (Ha): -1164.07770
2S+1: 3
Net charge: 0
Highest occupied orbital energy (alpha / beta) (eV): -8.0 / -11.1
Frontier orbital gap (alpha / beta) (eV): 7.15 / 8.95

```
13
Properties=species:S:1:pos:R:3:forces:R:3:nbo_charge:R:1
C 0.83395 -0.76800 0.01797 -1.6 -0.1 -0.6 0.0094
C -1.59532 -0.18445 -0.79003 1.9 -1.0 2.7 -0.3901
C -1.45540 -0.04315 0.69586 -1.8 1.5 1.1 -0.3972
C -0.29484 0.18363 -0.14753 2.7 0.3 -0.3 -0.3952
O 2.69141 1.73012 -0.60800 0.2 -0.3 -0.8 -0.8439
O 3.30276 0.42257 1.30006 0.4 -0.7 -1.3 -0.8217
S 3.25381 0.48770 -0.15364 -0.6 1.0 2.2 1.6622
Cl 0.37231 -2.36657 -0.05024 1.0 -0.9 0.2 0.0463
H -1.72870 -1.16454 -1.01713 -0.3 -2.5 -1.3 0.2142
H -1.99690 0.52037 -1.37121 -1.8 2.5 -1.9 0.2163
H -1.87069 0.88499 1.06925 -0.1 -0.2 0.5 0.2178
H -1.53633 -0.90606 1.35486 0.1 0.2 -0.4 0.2299
H 0.02394 1.20339 -0.30022 0.0 0.2 0.1 0.2520
```
Forces are in eV/Å.



Here is the molecule C4H5ClOSi at a distorted geometry from the Open Molecules 2025 dataset. Energies are from ωB97M-V/def2-TZVPD.

Lowest unoccupied orbital energy (Eh): 0.0122
E (Ha): -980.22599
SMILES string: CC(=O)[SiH2]C#CCl
Energy above the lowest of the compared OMol25 structures with the same formula, charge and spin (eV): 1.846
Net charge: 0
Highest occupied orbital energy (eV): -9.2
Frontier orbital gap (eV): 9.56

```
12
Properties=species:S:1:pos:R:3:forces:R:3:nbo_charge:R:1
C -0.90779 -1.22047 0.54196 2.1 -0.7 -1.2 -0.7237
C -1.32648 -0.13252 -0.37514 -1.0 0.5 0.2 0.3015
O -2.29328 -0.33444 -1.06404 0.1 0.9 -0.7 -0.5178
Si -0.24547 1.50338 -0.03940 1.2 -0.3 1.2 0.8971
C 1.44578 0.87435 -0.38913 -0.6 -0.5 0.0 -0.4732
C 2.34636 0.09843 -0.58979 1.0 0.2 -0.6 -0.0878
Cl 3.72106 -0.68773 -1.05953 -0.3 0.0 0.3 0.1262
H -1.74518 -1.56093 1.07400 -1.3 -0.7 0.5 0.2422
H -0.21212 -0.80328 1.24995 0.7 -0.5 0.3 0.2172
H -0.46752 -2.05454 -0.11285 -0.5 1.1 1.2 0.2510
H -0.05881 1.51334 1.56155 -0.8 0.5 -1.7 -0.1209
H -0.25655 2.80440 -0.79757 -0.6 -0.5 0.5 -0.1117
```
Forces are in eV/Å.



Here is the molecule C4H5ClS at a distorted geometry from the Open Molecules 2025 dataset. Energies are from ωB97M-V/def2-TZVPD.

Lowest unoccupied orbital energy (Eh): -0.0181
E (Ha): -1013.70643
SMILES string: C=C(Cl)CC=S
Energy above the lowest of the compared OMol25 structures with the same formula, charge and spin (eV): 1.995
Net charge: 0
Highest occupied orbital energy (eV): -8.9
Frontier orbital gap (eV): 8.41

```
11
Properties=species:S:1:pos:R:3:forces:R:3:nbo_charge:R:1
C 0.94499 -1.59035 -0.42878 -0.3 0.8 1.5 -0.4056
C 0.08209 -0.55905 -0.56809 2.4 -3.8 -1.9 -0.0190
Cl -0.53343 0.08283 -2.04302 0.4 -0.2 -1.0 0.0200
C -0.50066 0.08592 0.50056 -2.9 4.2 -0.3 -0.5765
C -0.19948 1.56840 0.39516 -1.6 1.8 2.2 -0.2039
S -1.20050 2.77883 0.94438 1.2 -1.7 -0.8 0.0461
H 1.17890 -1.94595 0.70319 -0.4 0.8 -3.2 0.2246
H 1.42994 -1.96686 -1.32844 0.0 -0.5 0.6 0.2240
H -0.37790 -0.38601 1.37188 1.5 -1.3 3.8 0.2494
H -1.57615 0.05341 0.44624 -0.8 0.0 -0.4 0.2458
H 0.75220 1.87883 0.00692 0.5 -0.1 -0.4 0.1951
```
Forces are in eV/Å.



Here is a structure of composition C4H5ClS2 at a distorted geometry from the Open Molecules 2025 dataset. Energies are from ωB97M-V/def2-TZVPD.

Lowest unoccupied orbital energy (Eh): -0.0330
E (Ha): -1411.83200
Energy above the lowest of the compared OMol25 structures with the same formula, charge and spin (eV): 3.581
Net charge: 0
Highest occupied orbital energy (eV): -8.9
Frontier orbital gap (eV): 8.02

```
12
Properties=species:S:1:pos:R:3:forces:R:3:nbo_charge:R:1
C 2.51579 -0.66332 0.32126 2.9 -3.4 2.4 -0.8640
C -0.20724 -0.02249 0.22431 -0.5 -1.1 -0.7 -0.3425
C -1.27914 0.43098 -0.75121 -2.8 0.0 0.9 -0.3373
C -2.43870 1.00263 -0.15055 0.3 -0.2 -1.9 -0.1182
H 3.41570 -1.46744 -0.42383 -3.0 2.8 2.5 0.2524
H 1.92707 -1.35608 1.08807 1.3 0.9 -1.6 0.2684
H 3.09629 0.03738 1.09243 -1.1 -1.1 -2.3 0.2555
H -1.18569 0.03937 -1.97094 -0.5 1.7 3.9 0.2890
H -2.82575 1.34381 0.97092 1.8 -1.2 -3.3 0.2928
S 1.27426 -0.02649 -0.69697 -0.3 1.0 -0.6 0.3988
S -0.52031 -0.72689 1.69800 0.5 1.0 -1.0 -0.0155
Cl -3.77230 1.40854 -1.40150 1.4 -0.4 1.6 -0.0795
```
Forces are in eV/Å.



Here is a structure of composition C4H5CuO2 at a distorted geometry from the Open Molecules 2025 dataset. Energies are from ωB97M-V/def2-TZVPD.

Lowest unoccupied orbital energy (alpha / beta) (Eh): -0.3214 / -0.5253
E (Ha): -1945.38333
2S+1: 3
Energy above the lowest of the compared OMol25 structures with the same formula, charge and spin (eV): 2.223
Net charge: +2
Highest occupied orbital energy (alpha / beta) (eV): -18.5 / -18.4
Frontier orbital gap (alpha / beta) (eV): 9.72 / 4.12

```
12
Properties=species:S:1:pos:R:3:forces:R:3:nbo_charge:R:1
O -2.02620 1.01881 1.95182 4.8 -1.9 -0.5 -0.6536
C -1.42629 -0.00076 1.56416 -1.9 -3.4 -3.8 0.2439
Cu -3.49322 1.66993 2.35410 -4.4 2.0 1.4 1.0387
H -1.85799 -1.07828 1.32846 -0.5 1.3 2.6 0.2355
O 1.93617 -0.16577 -2.07716 -0.4 1.1 0.9 -0.0979
C 1.58078 -0.22659 -0.71803 0.9 -0.6 1.3 -0.1648
C 0.10412 0.05957 -0.61967 -1.1 0.3 -0.2 -0.2548
C -0.59596 -0.10987 0.47419 2.0 2.3 -0.1 0.2310
H 2.23954 -1.03193 -2.36435 0.4 -1.2 -0.8 0.5391
H 2.10472 0.54630 -0.12954 0.2 0.3 -0.7 0.3090
H 1.80974 -1.20770 -0.27436 0.0 0.2 -0.4 0.2626
H -0.37542 0.52629 -1.48961 -0.1 -0.3 0.2 0.3112
```
Forces are in eV/Å.



Here is a structure of composition C4H5EuO2 at a distorted geometry from the Open Molecules 2025 dataset. Energies are from ωB97M-V/def2-TZVPD.

Lowest unoccupied orbital energy (alpha / beta) (Eh): -0.2343 / -0.2277
E (Ha): -1015.78717
2S+1: 8
Energy above the lowest of the compared OMol25 structures with the same formula, charge and spin (eV): 2.796
Net charge: +1
Highest occupied orbital energy (alpha / beta) (eV): -10.6 / -10.6
Frontier orbital gap (alpha / beta) (eV): 4.21 / 4.42

```
12
Properties=species:S:1:pos:R:3:forces:R:3:mulliken_charge:R:1
O 0.30209 -2.33772 1.60515 -0.9 2.2 3.5 -0.4729
C 0.30296 -1.06537 1.62392 -2.6 -4.9 -3.1 0.0882
C 1.01426 -0.63209 0.41962 2.1 -1.7 -0.6 -0.6483
C 0.40871 0.49570 -0.34738 -0.4 0.0 -0.6 -0.2939
C -0.80158 0.43391 -0.94529 0.8 -1.1 1.2 -0.0371
O -1.39311 1.38221 -1.63269 -1.0 3.9 -1.2 -0.7285
Eu -1.84470 3.76045 -2.13426 0.7 -3.3 0.7 1.6718
H -0.67279 -0.57399 1.80765 0.7 0.4 1.8 0.2828
H 2.06108 -0.43179 0.70025 -0.2 0.2 -0.4 0.3467
H 0.99116 1.41912 -0.43645 -0.1 -0.2 -0.1 0.1627
H -1.39437 -0.49050 -0.82626 0.2 0.3 -0.2 0.3401
H 1.02630 -1.95996 0.16573 0.7 4.3 -1.0 0.2884
```
Forces are in eV/Å.



Here is the molecule C4H5F at a distorted geometry from the Open Molecules 2025 dataset. Energies are from ωB97M-V/def2-TZVPD.

Lowest unoccupied orbital energy (Eh): 0.0428
E (Ha): -255.19023
SMILES string: C=C/C=C/F
Energy above the lowest of the compared OMol25 structures with the same formula, charge and spin (eV): 1.137
Net charge: 0
Highest occupied orbital energy (eV): -9.1
Frontier orbital gap (eV): 10.25

```
10
Properties=species:S:1:pos:R:3:forces:R:3:nbo_charge:R:1
C 0.78977 0.66001 -0.77167 2.0 0.8 -2.9 -0.3901
C 0.35007 -0.59156 -0.81729 -0.1 0.3 0.1 -0.2110
C -0.72438 -0.75688 0.11409 0.0 0.2 0.2 -0.3310
C -0.50727 0.10772 1.09592 -1.7 -1.1 2.7 0.2523
F -1.45998 0.32619 2.04205 -0.1 0.1 -0.1 -0.3499
H 1.70284 0.93398 -1.29450 0.1 0.0 0.1 0.1906
H 0.22197 1.50186 -0.43087 -0.2 0.0 0.0 0.2017
H 0.82613 -1.38950 -1.35873 0.1 -0.1 -0.1 0.2189
H -1.61025 -1.35522 0.00707 -0.1 -0.1 0.1 0.2336
H 0.41109 0.56340 1.41394 0.1 -0.1 -0.1 0.1848
```
Forces are in eV/Å.



Here is the ion C4H5F3N3O with charge +1 at a distorted geometry from the Open Molecules 2025 dataset. Energies are from ωB97M-V/def2-TZVPD.

Lowest unoccupied orbital energy (alpha / beta) (Eh): -0.2580 / -0.2580
E (Ha): -694.12434
SMILES string: CN1[C@@H](C(F)(F)F)N=C[N+]1=O
Energy above the lowest of the compared OMol25 structures with the same formula, charge and spin (eV): 4.677
Net charge: +1
Highest occupied orbital energy (alpha / beta) (eV): -16.3 / -16.3
Frontier orbital gap (alpha / beta) (eV): 9.24 / 9.24

```
16
Properties=species:S:1:pos:R:3:forces:R:3:nbo_charge:R:1
C 1.38278 1.32338 -0.23208 1.7 3.1 4.3 -0.4851
N 0.61543 0.17589 0.10476 2.3 -1.3 -1.7 -0.1047
C -0.61054 -0.09070 0.67600 -4.0 0.9 2.2 -0.0491
C -1.87682 0.38231 -0.14859 -1.7 -1.4 0.0 0.9862
F -1.95712 1.66248 -0.35058 0.6 1.1 0.2 -0.2767
F -1.97096 -0.23125 -1.33436 0.9 0.0 0.0 -0.3028
F -2.96394 -0.02021 0.53660 0.7 0.4 0.2 -0.2916
N -0.81125 -1.54404 0.70480 0.0 1.8 0.7 -0.2029
C 0.19634 -1.95939 0.12359 0.7 -5.1 -1.4 0.1845
N 1.10554 -0.98868 -0.28464 2.5 2.0 -0.4 0.3507
O 2.19281 -1.11652 -0.81009 -1.4 -0.2 0.4 -0.2248
H 1.91496 1.26318 -1.15786 -0.4 0.1 -0.8 0.2854
H 0.79765 2.21642 0.09528 0.0 -0.5 -1.5 0.2787
H 2.27042 1.56149 0.57797 -1.7 -1.4 -1.7 0.2768
H -0.74001 0.37434 1.70669 0.3 -0.6 -1.1 0.2994
H 0.45470 -3.00869 -0.20749 -0.4 1.2 0.7 0.2761
```
Forces are in eV/Å.



Here is a cluster of 2 separate species, C4H5F3NO2 in total at a distorted geometry from the Open Molecules 2025 dataset. Energies are from ωB97M-V/def2-TZVPD.

Lowest unoccupied orbital energy (Eh): 0.1472
E (Ha): -660.24300
Energy above the lowest of the compared OMol25 structures with the same formula, charge and spin (eV): 0.000
Net charge: -1
Highest occupied orbital energy (eV): -2.7
Frontier orbital gap (eV): 6.73

```
15
Properties=species:S:1:pos:R:3:forces:R:3:nbo_charge:R:1
C -1.26875 1.09845 0.10997 0.2 -1.4 -2.3 0.5714
C 1.49339 -0.12003 -0.95865 -0.7 0.1 0.3 -0.7314
C -1.58042 -0.27780 -0.21458 -0.4 0.7 0.8 0.2930
C 0.99508 -0.97880 0.23849 0.6 3.0 -0.6 0.6767
N 1.27848 -0.66560 1.41297 0.3 1.0 1.5 -0.7510
O -0.76550 1.88119 -0.74874 -0.7 -0.7 1.9 -0.7403
O -1.20624 1.41190 1.44235 0.5 1.8 -0.4 -0.7251
F -2.62555 -0.93969 0.52124 0.9 0.7 -0.4 -0.4191
F -1.78869 -0.61155 -1.53118 -0.2 0.4 0.2 -0.3766
F 0.51181 -2.18629 -0.01923 0.3 -0.4 -0.4 -0.3348
H 0.74287 0.40580 -1.57524 -0.2 -1.0 0.2 0.2824
H 2.01622 -0.90660 -1.47323 0.7 0.2 -1.1 0.2028
H 2.12462 0.78071 -0.69084 -0.3 -1.6 0.3 0.2154
H -1.53604 0.76849 2.04948 -0.4 -1.2 0.0 0.4868
H 1.60872 0.33982 1.43718 -0.4 -1.7 -0.1 0.3496
```
Forces are in eV/Å.



Here is the ion C4H5F4O2S with charge -1 at a distorted geometry from the Open Molecules 2025 dataset. Energies are from ωB97M-V/def2-TZVPD.

Lowest unoccupied orbital energy (Eh): 0.1340
E (Ha): -1103.56642
Energy above the lowest of the compared OMol25 structures with the same formula, charge and spin (eV): 0.000
Net charge: -1
Highest occupied orbital energy (eV): -4.2
Frontier orbital gap (eV): 7.80

```
16
Properties=species:S:1:pos:R:3:forces:R:3:nbo_charge:R:1
C 2.00899 -1.09054 -0.18287 1.5 1.3 0.4 -0.6167
C 0.67986 -0.45471 0.24221 2.4 -0.1 0.0 -0.5210
C 0.01929 0.12475 -0.93821 -3.4 2.4 2.1 0.6698
C -1.61087 0.59054 -0.32113 1.2 -2.1 -2.2 0.3825
O -2.79917 0.85175 2.20770 1.2 0.9 -1.5 -1.0058
O -0.42819 1.49646 1.92242 -0.2 0.5 0.1 -1.0441
F -0.05466 -0.63873 -2.05489 -0.3 -0.6 0.3 -0.3484
F 0.62977 1.24928 -1.34860 0.3 0.9 -0.3 -0.3539
F -2.16398 1.27003 -1.37229 0.0 0.5 0.4 -0.3745
F -2.37022 -0.61070 -0.30576 1.1 1.0 0.4 -0.3880
S -1.80614 1.65070 1.38826 -0.8 -1.3 1.0 1.4687
H 2.59291 -1.47853 0.71546 -0.9 0.1 -1.3 0.2036
H 1.76515 -1.83747 -0.94266 0.8 -0.1 0.1 0.2071
H 2.70416 -0.23091 -0.61334 -1.4 -1.9 0.6 0.2007
H 0.89299 0.25960 1.08108 -1.0 -0.4 -1.2 0.2983
H -0.05990 -1.15154 0.52262 -0.5 -1.3 1.1 0.2216
```
Forces are in eV/Å.



> The highest E belongs to which entry?

C4H5F



> What is the formula in the third record?

C4H5ClS



> Number 8 is which compound?

C4H5F3N3O



> Look up the net charge of the seventh one.

0